[1]
ORCA calculation (ωB97M-V/def2-TZVPD) on a molecular structure, C30H47FP2Re at a distorted geometry.

Kohn-Sham gap (spin up / spin down) = 5.7 / 6.8 eV
Total charge = +2
Relative energy (zero: lowest compared OMol25 entry of this formula, charge and spin) = 494.0 kJ/mol
E_LUMO (spin up / spin down) = -5.9 / -6.7 eV
Multiplicity = 4

Structure (XYZ):
```
81
C30H47FP2Re (ωB97M-V/def2-TZVPD)
Re 0.988 1.187 0.136
C 1.208 0.246 2.020
C 0.506 1.487 2.141
C -0.742 0.083 0.765
C 0.461 -0.606 1.142
C -0.716 1.372 1.391
C 2.418 -0.178 2.819
H 2.960 0.714 3.162
H 3.100 -0.822 2.235
H 2.108 -0.739 3.720
C 0.625 -2.097 1.141
H 1.675 -2.403 1.082
H 0.102 -2.607 0.327
H 0.248 -2.541 2.077
C -1.925 -0.550 0.095
H -2.640 -0.943 0.838
H -1.639 -1.389 -0.559
H -2.478 0.184 -0.504
C -1.768 2.413 1.297
H -2.506 2.336 2.107
H -2.325 2.355 0.357
H -1.321 3.406 1.380
C 0.909 2.646 2.985
H 0.341 2.659 3.926
H 0.712 3.583 2.450
H 1.976 2.579 3.230
C 4.717 2.105 -2.282
C 5.039 2.243 -0.979
C 5.036 3.523 -0.235
C 3.871 4.484 -0.593
C 2.564 3.845 -0.977
C 2.253 3.572 -2.251
C 3.213 3.861 -3.375
C 4.594 3.179 -3.295
H 5.992 4.054 -0.376
H 4.217 5.132 -1.411
H 4.969 3.265 0.831
H 5.371 3.935 -3.127
H 4.770 1.126 -2.753
H 5.469 1.394 -0.432
H 4.775 2.708 -4.276
H 2.726 3.558 -4.308
H 1.227 3.417 -2.583
H 3.427 4.942 -3.455
H 3.698 5.100 0.309
H 1.844 3.791 -0.165
P 2.327 -0.281 -2.076
P -0.538 1.881 -2.149
C 1.887 0.603 -3.603
C 0.526 1.332 -3.696
H 1.924 -0.187 -4.385
H 2.745 1.266 -3.781
H 0.608 2.247 -4.295
H -0.164 0.653 -4.207
C -2.231 1.456 -2.784
H -2.869 1.033 -1.997
H -2.206 0.753 -3.628
H -2.711 2.387 -3.133
C -0.989 3.635 -1.767
H -1.238 4.151 -2.699
H -0.202 4.180 -1.241
H -1.880 3.632 -1.130
C 3.915 -1.196 -2.083
H 4.165 -1.484 -1.047
H 4.724 -0.548 -2.425
H 3.900 -2.103 -2.696
C 2.907 0.703 -0.511
H 2.799 1.012 0.649
H 3.086 1.686 -0.937
H 3.879 0.222 -0.300
F -0.373 -4.677 -4.082
C 0.033 -3.649 -3.277
C -0.754 -2.505 -3.232
C -0.260 -1.404 -2.559
C 1.027 -1.462 -1.990
C 1.573 -2.739 -1.724
C 1.222 -3.777 -2.569
H -1.715 -2.444 -3.725
H -0.898 -0.521 -2.496
H 2.386 -2.882 -1.008
H 1.873 -4.635 -2.677
```



[2]
ORCA calculation (ωB97M-V/def2-TZVPD) on a single C4H6Br2N2 molecule.

Kohn-Sham gap (spin up / spin down) = 7.2 / 6.9 eV
Relative energy (zero: lowest compared OMol25 entry of this formula, charge and spin) = 332.4 kJ/mol
E_LUMO (spin up / spin down) = -1.4 / -1.3 eV
Multiplicity = 1

Structure (XYZ):
```
14
C4H6Br2N2 (ωB97M-V/def2-TZVPD)
C -0.728 0.445 0.500
C 0.268 0.360 -0.528
C 0.215 -1.208 1.838
C 0.114 1.179 -1.767
N -0.739 -0.493 1.397
N 1.234 -0.457 -0.278
Br -2.866 -1.329 1.928
Br 2.560 -0.777 -1.500
H -1.528 1.160 0.448
H 1.173 -0.766 2.069
H 0.027 -2.221 2.152
H 1.002 1.793 -1.911
H -0.766 1.813 -1.731
H 0.032 0.502 -2.618
```



[3]
ORCA calculation (ωB97M-V/def2-TZVPD) on a gas-phase ion, C4H10NO3 (charge +2) at a distorted geometry.

Kohn-Sham gap (spin up / spin down) = 10.0 / 5.4 eV
Total charge = +2
Relative energy (zero: lowest compared OMol25 entry of this formula, charge and spin) = 0.0 kJ/mol
E_LUMO (spin up / spin down) = -9.3 / -14.0 eV
Multiplicity = 2

Structure (XYZ):
```
18
C4H10NO3 (ωB97M-V/def2-TZVPD)
C -0.352 -1.567 -1.005
O -1.761 -1.503 -1.187
C 0.120 -0.166 -0.497
C 0.550 -0.122 0.989
C 1.571 0.965 1.293
O 1.071 2.171 1.400
O 2.762 0.842 1.582
N -1.042 0.803 -0.757
H -0.122 -2.370 -0.305
H 0.074 -1.732 -1.998
H -2.283 -2.216 -0.786
H 0.967 0.098 -1.131
H 0.979 -1.026 1.429
H -0.322 0.129 1.593
H 1.628 2.801 1.915
H -0.704 1.501 -1.405
H -1.403 1.236 0.089
H -1.735 0.157 -1.219
```



[4]
ORCA calculation (ωB97M-V/def2-TZVPD) on 3 unconnected molecules or ions with the total composition C17H43N4O6 at a distorted geometry.

Kohn-Sham gap = 6.4 eV
Total charge = +1
E_LUMO = -4.3 eV
Multiplicity = 1

Structure (XYZ):
```
70
C17H43N4O6 (ωB97M-V/def2-TZVPD)
C 2.714 1.652 -0.647
C 3.081 1.926 -2.240
O 1.902 2.184 -3.087
C 1.790 3.647 -3.401
C 0.214 3.865 -3.877
O -0.299 5.222 -3.636
C -0.603 5.467 -2.218
N -2.073 5.461 -1.863
C -2.350 4.868 -0.501
N -2.067 5.774 0.714
N -2.782 3.594 -0.229
C -3.058 2.615 -1.348
C -4.683 2.748 -1.685
C -5.334 1.321 -2.242
N -4.523 0.701 -3.368
H 2.867 0.487 -0.438
H 1.587 1.873 -0.379
H 3.449 2.212 0.074
H 3.869 2.783 -2.383
H 3.552 0.906 -2.634
H 2.571 3.974 -4.223
H 2.066 4.269 -2.428
H 0.223 3.715 -5.058
H -0.496 3.116 -3.325
H -0.204 6.560 -1.952
H 0.002 4.739 -1.501
H -2.678 5.069 -2.617
H -1.037 5.588 0.906
H -2.079 6.746 0.305
H -2.912 3.288 0.776
H -2.937 1.527 -0.874
H -2.380 2.734 -2.294
H -5.299 3.045 -0.727
H -4.916 3.545 -2.524
H -6.395 1.582 -2.711
H -5.531 0.537 -1.392
H -3.601 0.363 -2.960
H -5.012 -0.158 -3.744
C 0.687 -1.801 -1.609
O 1.355 -2.019 -0.374
C 0.804 -1.237 0.690
C -0.128 -2.076 1.572
O -1.293 -2.491 0.851
C -1.198 -3.838 0.400
H 0.965 -2.604 -2.296
H -0.401 -1.805 -1.494
H 1.007 -0.846 -2.036
H 0.287 -0.354 0.296
H 1.643 -0.887 1.300
H -0.473 -1.456 2.404
H 0.399 -2.940 1.993
H -1.376 -4.518 1.239
H -0.226 -4.055 -0.049
H -1.972 -4.001 -0.354
C 0.799 -5.605 4.197
O 1.598 -4.683 3.468
C 2.308 -3.782 4.323
C 3.769 -4.210 4.494
O 3.868 -5.453 5.197
C 4.089 -6.554 4.321
H 0.509 -6.416 3.523
H 1.338 -6.037 5.045
H -0.106 -5.104 4.554
H 1.806 -3.691 5.294
H 2.284 -2.798 3.843
H 4.284 -3.460 5.100
H 4.280 -4.267 3.525
H 5.134 -6.561 3.997
H 3.434 -6.522 3.446
H 3.886 -7.475 4.871
```



[5]
ORCA calculation (ωB97M-V/def2-TZVPD) on 2 unconnected molecules or ions with the total composition C5H13NO at a distorted geometry.

Kohn-Sham gap = 8.4 eV
Relative energy (zero: lowest compared OMol25 entry of this formula, charge and spin) = 290.1 kJ/mol
E_LUMO = 0.8 eV
Multiplicity = 1

Structure (XYZ):
```
20
C5H13NO (ωB97M-V/def2-TZVPD)
C 0.317 -2.084 1.971
C 0.564 -1.063 0.839
C -0.364 -0.163 0.282
C -1.340 0.609 1.194
N -0.389 0.257 -1.079
C -1.077 1.505 -1.393
H 0.359 -3.186 1.830
H -0.704 -1.939 2.295
H 0.986 -1.786 2.806
H 1.571 -1.273 0.374
H -2.491 0.390 1.090
H -1.103 0.483 2.225
H -1.203 1.679 1.154
H -0.378 -0.582 -1.673
H -1.045 2.268 -0.576
H -2.132 1.347 -1.496
H -0.558 1.914 -2.386
O 3.181 0.211 -2.409
H 2.307 0.458 -2.003
H 3.500 0.955 -3.044
```



[6]
ORCA calculation (ωB97M-V/def2-TZVPD) on a single C3H3I molecule at a distorted geometry.

Kohn-Sham gap (spin up / spin down) = 8.2 / 8.1 eV
Relative energy (zero: lowest compared OMol25 entry of this formula, charge and spin) = 453.1 kJ/mol
E_LUMO (spin up / spin down) = 0.1 / -0.1 eV
Multiplicity = 1

Structure (XYZ):
```
7
C3H3I (ωB97M-V/def2-TZVPD)
C -1.495 0.733 0.228
C -2.715 1.973 0.218
C -0.331 -0.015 -0.226
I -3.371 -0.190 0.834
H 0.554 -0.016 0.571
H -0.007 0.445 -1.158
H -0.650 -1.091 -0.317
```



[7]
ORCA calculation (ωB97M-V/def2-TZVPD) on a molecular structure, C15H30CaNO5P at a distorted geometry.

Kohn-Sham gap = 9.5 eV
Relative energy (zero: lowest compared OMol25 entry of this formula, charge and spin) = 44.7 kJ/mol
E_LUMO = 0.3 eV
Multiplicity = 1

Structure (XYZ):
```
53
C15H30CaNO5P (ωB97M-V/def2-TZVPD)
Ca 0.648 1.205 -0.584
O 2.783 1.050 0.372
C 3.081 2.303 1.061
C 2.720 3.506 0.192
N 1.332 3.427 -0.315
C 1.236 3.797 -1.759
C 1.987 2.777 -2.676
O 2.660 3.195 -3.585
O 1.802 1.510 -2.338
C 0.274 4.026 0.544
C -1.099 3.286 0.503
O -1.974 3.682 1.239
O -1.148 2.277 -0.325
H 3.074 1.132 -0.557
H 4.133 2.326 1.341
H 2.492 2.290 1.978
H 3.395 3.530 -0.665
H 2.890 4.428 0.756
H 1.657 4.785 -1.953
H 0.180 3.800 -2.035
H 0.097 5.076 0.291
H 0.605 4.001 1.583
C 0.944 -1.899 2.139
C 0.117 -2.592 1.048
C -0.812 -3.625 1.685
P -0.621 -1.345 -0.087
C -2.316 -0.881 0.462
C -2.283 -0.230 1.848
C -3.426 -1.924 0.363
C -0.837 -2.223 -1.700
C 0.448 -2.097 -2.526
C -1.260 -3.690 -1.639
H 1.479 -2.641 2.738
H 0.300 -1.338 2.822
H 1.684 -1.206 1.734
H 0.819 -3.120 0.392
H -1.486 -3.155 2.404
H -0.219 -4.359 2.237
H -1.424 -4.170 0.967
H -2.550 -0.073 -0.241
H -2.183 -0.978 2.638
H -3.210 0.320 2.018
H -1.479 0.497 1.975
H -3.276 -2.766 1.040
H -3.537 -2.318 -0.649
H -4.380 -1.459 0.629
H -1.626 -1.648 -2.198
H 1.295 -2.558 -2.006
H 0.740 -1.072 -2.765
H 0.337 -2.625 -3.477
H -0.478 -4.301 -1.179
H -1.403 -4.072 -2.653
H -2.184 -3.862 -1.088
```



[8]
ORCA calculation (ωB97M-V/def2-TZVPD) on a molecular structure, C60H47F9O12V4 at a distorted geometry.

Kohn-Sham gap = 4.4 eV
Total charge = +2
E_LUMO = -8.2 eV
Multiplicity = 1

Structure (XYZ):
```
132
C60H47F9O12V4 (ωB97M-V/def2-TZVPD)
O -0.111 -6.284 -0.967
V -0.851 -4.886 -1.011
O -2.392 -5.205 -1.383
O -3.559 -2.801 -3.597
V -2.323 -2.094 -4.323
O -2.840 -0.691 -4.981
O 0.102 4.794 -1.183
V -0.092 4.461 0.362
O 1.158 4.821 1.233
O -2.637 1.550 3.963
V -1.132 2.044 3.983
O -0.634 2.522 5.421
C -0.643 0.631 -1.069
C -0.933 -0.686 -1.143
C -1.045 -1.613 0.028
O -1.251 -2.892 -0.045
C -0.834 -1.147 1.278
C -0.484 0.191 1.552
C -0.334 1.165 0.267
O 0.054 2.336 0.418
O -0.207 0.553 2.700
O -1.117 -1.087 -2.379
H -0.495 1.198 -1.976
H -0.953 -1.844 2.095
F -1.914 -0.879 5.001
C -2.408 -2.063 5.335
C -2.013 -3.187 4.608
C -2.555 -4.429 4.880
C -3.545 -4.426 5.897
C -3.887 -3.327 6.639
C -3.216 -2.191 6.475
H -1.293 -3.060 3.813
H -2.247 -5.320 4.354
H -4.099 -5.293 6.225
H -4.661 -3.487 7.374
H -3.355 -1.328 7.109
F -2.164 3.640 -0.189
C -3.396 3.472 -0.812
C -4.297 4.486 -0.562
C -5.672 4.277 -0.910
C -6.057 3.175 -1.576
C -5.127 2.157 -1.815
C -3.775 2.313 -1.534
H -4.028 5.392 -0.040
H -6.467 4.943 -0.609
H -7.105 3.121 -1.830
H -5.488 1.202 -2.166
H -3.005 1.556 -1.587
F 0.920 2.692 3.470
C 2.254 2.566 3.676
C 2.864 1.330 3.428
C 4.228 1.165 3.558
C 5.027 2.233 3.963
C 4.420 3.470 4.218
C 3.065 3.654 3.937
H 2.261 0.534 3.016
H 4.607 0.208 3.230
H 6.067 1.978 4.099
H 5.061 4.302 4.467
H 2.737 4.675 4.061
F 1.609 -3.672 -0.955
C 2.717 -2.922 -0.745
C 2.651 -1.668 -0.316
C 3.791 -0.894 -0.076
C 4.958 -1.527 -0.254
C 5.114 -2.860 -0.734
C 3.941 -3.526 -0.896
H 1.724 -1.197 -0.025
H 3.630 0.113 0.278
H 5.821 -0.957 0.057
H 6.071 -3.338 -0.884
H 3.966 -4.550 -1.239
F -2.198 5.265 -7.667
C -1.957 4.543 -6.536
C -2.900 3.585 -6.167
C -2.661 2.822 -5.048
C -1.486 2.973 -4.302
C -0.553 3.915 -4.706
C -0.750 4.672 -5.859
H -3.724 3.448 -6.850
H -3.384 2.088 -4.725
H -1.350 2.316 -3.456
H 0.375 3.986 -4.157
H -0.057 5.440 -6.170
F 5.303 -0.739 -5.499
C 4.018 -0.390 -5.319
C 3.365 0.398 -6.332
C 2.080 0.920 -6.086
C 1.489 0.546 -4.854
C 2.108 -0.225 -3.855
C 3.410 -0.692 -4.114
H 3.901 0.572 -7.253
H 1.471 1.459 -6.796
H 0.431 0.754 -4.782
H 1.574 -0.518 -2.963
H 3.981 -1.284 -3.414
F -6.388 -2.714 -1.295
C -5.571 -2.382 -0.284
C -4.992 -3.355 0.509
C -4.196 -2.975 1.582
C -4.013 -1.634 1.889
C -4.741 -0.670 1.178
C -5.513 -1.032 0.071
H -5.022 -4.412 0.291
H -3.797 -3.745 2.226
H -3.463 -1.388 2.786
H -4.599 0.361 1.467
H -6.134 -0.371 -0.516
F 5.921 4.796 -1.400
C 4.827 3.993 -1.410
C 4.306 3.649 -2.667
C 3.211 2.812 -2.821
C 2.610 2.396 -1.641
C 3.117 2.671 -0.320
C 4.278 3.423 -0.241
H 4.779 4.077 -3.538
H 2.818 2.518 -3.783
H 1.710 1.811 -1.751
H 2.747 2.269 0.612
H 4.720 3.523 0.739
F 1.089 -5.464 1.172
C 1.759 -5.025 2.286
C 2.209 -6.042 3.088
C 2.748 -5.829 4.367
C 2.847 -4.462 4.786
C 2.392 -3.417 3.989
C 1.780 -3.686 2.752
H 2.004 -7.057 2.779
H 2.921 -6.653 5.043
H 3.190 -4.174 5.768
H 2.415 -2.397 4.343
H 1.360 -2.860 2.198
```